Entry A
Formula: C6H16S4
Source: the Open Molecules 2025 dataset
Level of theory: wB97M-V/def2-TZVPD

Summary:
- HOMO energy: -8.705 eV
- SMILES: CCSSC.CCSSC

The geometry in ORCA input format:
```
! wB97M-V def2-TZVPD RIJCOSX def2/J DEFGRID3
* xyz 0 1
C -0.26326 7.77391 -2.31746
C 1.04682 7.54792 -1.58574
S 2.51176 7.45805 -2.69700
S 2.66798 9.51305 -3.06387
C 3.29034 10.23952 -1.49904
H -0.09696 8.33922 -3.24987
H -0.98071 8.33083 -1.69159
H -0.70450 6.79584 -2.57297
H 1.13591 8.33959 -0.81712
H 1.12155 6.57016 -1.07206
H 2.49414 10.08560 -0.75140
H 3.53848 11.31372 -1.53267
H 4.18622 9.68135 -1.17893
C -6.02187 -1.08809 -2.33548
C -5.45705 -2.38252 -2.86333
S -4.01119 -2.84620 -1.82368
S -4.42190 -3.05840 0.17707
C -3.99392 -1.41856 0.90858
H -6.53370 -1.25363 -1.37255
H -6.75423 -0.69391 -3.05997
H -5.23119 -0.33324 -2.18844
H -6.16415 -3.23413 -2.87762
H -5.21743 -2.12637 -3.91329
H -3.99369 -1.47778 2.00998
H -4.79593 -0.73003 0.59344
H -3.02588 -1.00576 0.57825
*
```

=====

Entry B
Formula: C6H16S4
Source: the Open Molecules 2025 dataset
Level of theory: wB97M-V/def2-TZVPD

Summary:
- HOMO energy: -8.644 eV
- SMILES: CSCSC.CSCSC

The geometry in ORCA input format:
```
! wB97M-V def2-TZVPD RIJCOSX def2/J DEFGRID3
* xyz 0 1
C -0.79738 -6.12419 -1.31140
S -0.46302 -4.36635 -1.50097
C 0.73919 -4.16860 -0.16633
S 0.13047 -4.42792 1.51529
C -1.01524 -3.04364 1.60933
H -1.57277 -6.40459 -2.04403
H -1.17078 -6.35285 -0.29903
H 0.10223 -6.73372 -1.50057
H 1.57686 -4.87885 -0.30527
H 1.14656 -3.14410 -0.26595
H -0.49355 -2.07537 1.52617
H -1.77795 -3.10172 0.81465
H -1.52260 -3.08700 2.58776
C 4.09678 0.19968 4.31742
S 4.66292 0.38762 2.61980
C 5.74478 -1.05696 2.52814
S 7.20488 -1.04257 3.59284
C 8.08013 0.33778 2.84031
H 3.44384 1.05612 4.55574
H 4.94448 0.19649 5.02312
H 3.52084 -0.73086 4.45518
H 5.17764 -1.97004 2.79287
H 6.05191 -1.14693 1.46841
H 8.35924 0.12326 1.79499
H 7.46971 1.25626 2.86006
H 9.00099 0.51480 3.42108
*
```

=====

What are the relative energies? In eV: entry A 0.142; entry B 0.000.

=====

Entry A
Formula: C21H20N3O3PdS2SeTe
Source: the Open Molecules 2025 dataset
Level of theory: wB97M-V/def2-TZVPD

Summary:
- HOMO energy: -4.850 eV

The geometry in ORCA input format:
```
! wB97M-V def2-TZVPD RIJCOSX def2/J DEFGRID3
* xyz -1 1
Pd 2.14143 -0.30069 -1.19279
O 1.65528 0.58945 4.26185
C 0.98286 -0.54891 4.49964
C 0.74479 -0.90105 5.83100
C 0.06048 -2.06036 6.13533
C -0.40115 -2.89408 5.11959
C -0.16744 -2.54592 3.80221
C 0.51862 -1.37960 3.46501
C 0.75187 -1.00359 2.03377
O 1.39845 0.06850 1.79267
N 0.22586 -1.82295 1.14857
N 0.52479 -1.51312 -0.16116
C -0.31280 -1.98865 -0.99160
S -0.14395 -1.68341 -2.71644
C -1.24609 -3.04612 -3.17678
C -2.39013 -3.05430 -2.17981
S -1.70278 -2.95309 -0.50001
H 1.72832 0.63979 3.26702
H 1.11523 -0.24194 6.60564
H -0.11395 -2.32084 7.17279
H -0.93415 -3.80577 5.35670
H -0.51270 -3.17373 2.99191
H -0.69246 -3.98452 -3.14998
H -1.59365 -2.85875 -4.19231
H -2.96750 -3.97718 -2.24438
H -3.05432 -2.20739 -2.35296
C -1.00179 1.41736 0.24200
Te 1.02186 1.86191 -0.25300
C 0.11041 2.96907 -1.85941
C -1.27369 3.31016 -1.37031
C -2.01697 4.35362 -1.91164
C -3.29129 4.63503 -1.44229
C -3.83542 3.86798 -0.42160
C -3.10118 2.82611 0.12488
C -1.82225 2.53879 -0.33952
H -1.09617 1.34300 1.32347
H -1.25409 0.44754 -0.18965
H 0.07095 2.32687 -2.73959
H 0.69590 3.85345 -2.10342
H -1.58633 4.95475 -2.70433
H -3.85546 5.45598 -1.86698
H -4.82678 4.08697 -0.04517
H -3.51860 2.23122 0.92894
Se 4.19927 -1.56190 -0.47482
C 4.98762 -2.13201 -2.02704
N 5.49641 -2.47964 -3.00729
C 3.32214 0.12244 -3.74377
C 3.20608 0.78793 -2.38415
O 3.64897 1.88495 -2.16420
H 3.41264 0.89328 -4.50976
H 2.47167 -0.52652 -3.95036
H 4.22122 -0.50017 -3.73645
*
```

=====

Entry B
Formula: C21H20N3O3PdS2SeTe
Source: the Open Molecules 2025 dataset
Level of theory: wB97M-V/def2-TZVPD

Summary:
- HOMO energy: -4.786 eV

The geometry in ORCA input format:
```
! wB97M-V def2-TZVPD RIJCOSX def2/J DEFGRID3
* xyz -1 1
Pd -0.21831 1.94306 -0.34391
O 3.95958 -1.95514 -0.16362
C 4.62426 -0.88352 0.29010
C 5.96379 -1.06462 0.66193
C 6.71381 -0.00579 1.13723
C 6.14695 1.26447 1.25567
C 4.82395 1.44453 0.89117
C 4.04144 0.39802 0.40764
C 2.61557 0.72435 0.05182
O 2.21772 1.89994 0.22840
N 1.91164 -0.32099 -0.41581
N 0.60597 -0.02634 -0.80460
C -0.06476 -0.96955 -1.31469
S 0.59647 -2.59078 -1.54853
C -0.98097 -3.29992 -2.08683
C -1.74880 -2.22931 -2.84059
S -1.71268 -0.71001 -1.86490
H 3.03415 -1.62222 -0.39382
H 6.38643 -2.05674 0.56103
H 7.74842 -0.16830 1.41734
H 6.73126 2.09635 1.62657
H 4.34988 2.41387 0.96999
H -1.54414 -3.63108 -1.21871
H -0.75109 -4.15867 -2.71954
H -2.79739 -2.50342 -2.96394
H -1.30522 -2.03967 -3.81862
C -1.19529 -0.93030 2.13332
Te -1.04492 1.18500 2.05613
C -3.11124 1.14355 1.52994
C -3.44202 -0.28868 1.20867
C -4.64549 -0.61350 0.58493
C -4.94726 -1.93082 0.27965
C -4.04344 -2.94565 0.60546
C -2.84304 -2.62167 1.22285
C -2.53255 -1.29286 1.52118
H -1.10196 -1.24294 3.17225
H -0.37219 -1.36051 1.55883
H -3.24624 1.80756 0.67438
H -3.69329 1.51871 2.37136
H -5.33244 0.18053 0.31468
H -5.87861 -2.16850 -0.21954
H -4.27042 -3.97824 0.36932
H -2.12413 -3.39868 1.46314
Se -0.46736 2.46585 -2.91002
C -2.21309 2.47809 -2.33450
N -3.30029 2.48010 -1.92753
C 0.04413 4.81354 -0.39399
C -0.74371 3.70468 0.25780
O -1.54745 3.85883 1.14744
H -0.10843 5.74043 0.16211
H -0.28371 4.91412 -1.42871
H 1.09649 4.53285 -0.41995
*
```

=====

What are the relative energies? In eV: entry A 0.076; entry B 0.000.

=====

Entry A
Formula: C6H10N2S
Source: the Open Molecules 2025 dataset
Level of theory: wB97M-V/def2-TZVPD

Summary:
- HOMO energy: -8.743 eV
- SMILES: Cc1ncsc1CCN

The geometry in ORCA input format:
```
! wB97M-V def2-TZVPD RIJCOSX def2/J DEFGRID3
* xyz 0 1
C 1.09762 1.97421 -0.19403
C 1.46262 0.51207 -0.06379
N 2.75149 0.05764 -0.44542
C 2.76784 -1.23596 -0.44345
S 1.36153 -2.02901 0.23308
C 0.65065 -0.45289 0.42877
C -0.80083 -0.18024 0.90374
C -1.96463 -0.05196 -0.12088
N -2.11533 -1.30762 -0.97766
H 1.12480 2.47981 0.94846
H 0.06010 2.12757 -0.66654
H 1.91154 2.50045 -0.66207
H 3.63556 -1.75154 -0.73828
H -1.09440 -0.94166 1.72256
H -0.67895 0.63949 1.63652
H -1.97456 0.87662 -0.82626
H -2.75840 0.10915 0.66588
H -3.25232 -1.18854 -1.13758
H -2.18433 -2.13761 -0.26305
*
```

=====

Entry B
Formula: C6H10N2S
Source: the Open Molecules 2025 dataset
Level of theory: wB97M-V/def2-TZVPD

Summary:
- HOMO energy: -7.946 eV

The geometry in ORCA input format:
```
! wB97M-V def2-TZVPD RIJCOSX def2/J DEFGRID3
* xyz 0 1
C -0.41429 0.07333 -0.10015
C 0.94489 0.57374 -0.32348
C 1.41759 1.22947 0.95640
C 0.55051 -1.17740 1.81060
C -1.38317 -0.12830 -0.92808
C -1.29907 -0.06052 -2.36593
N -0.63255 -0.55716 1.23133
N -1.73038 -0.79770 1.69904
S 1.99418 -0.05169 2.08171
H 0.91355 1.21650 -1.17232
H 1.82076 0.00553 -0.71015
H 2.16020 1.95221 0.86674
H 0.52962 1.58616 1.47686
H 1.00874 -2.01523 1.28847
H 0.24224 -1.40587 2.85715
H -2.31831 -0.48887 -0.46399
H -0.31515 -0.38225 -2.74194
H -1.45479 0.99810 -2.63769
H -2.03458 -0.57003 -2.82458
*
```

=====

What are the relative energies? In eV: entry A 0.000; entry B 2.349.